Entry 1:
122
Properties=species:S:1:pos:R:3:forces:R:3:lowdin_charge:R:1 method="wB97M-V/def2-TZVPD" energy_ha=-2979.137360 lumo_ev=-0.26
O 0.582 0.638 -2.755 0.156 0.215 0.241 0.1015
C -0.291 0.920 -1.986 0.191 -0.441 -1.002 -0.3175
O -1.423 0.162 -1.936 0.714 0.331 0.558 -0.0805
C -1.335 -0.890 -0.944 -1.110 0.230 0.353 -0.1420
C -2.026 -0.408 0.360 0.109 -1.006 0.211 -0.1469
C -1.210 -0.592 1.662 -0.099 0.746 -0.315 -0.2364
C 0.298 -0.206 1.555 -0.082 -0.123 0.968 -0.3237
P 1.277 -1.564 2.309 -0.254 0.390 -0.038 1.1128
C 1.670 -2.965 1.130 0.128 -2.694 -1.336 -0.9238
O 0.970 -3.971 1.122 -1.069 0.723 1.090 -0.0232
O 2.666 -2.730 0.472 1.156 1.691 -0.062 -0.0332
H -0.202 1.822 -1.356 -0.490 -0.227 0.143 0.1590
H -0.310 -1.248 -0.806 -0.049 0.174 -0.140 0.1182
H -1.914 -1.713 -1.361 0.200 0.051 -0.052 0.1328
H -2.921 -1.031 0.475 0.035 0.217 0.062 0.1136
H -2.412 0.609 0.261 0.395 0.011 -0.159 0.1198
H -1.348 -1.606 2.050 0.131 0.044 -0.202 0.0944
H -1.646 0.084 2.404 -0.005 -0.288 0.047 0.1106
H 0.515 0.671 2.175 -0.118 -0.040 -0.155 0.0853
H 0.641 0.039 0.550 0.123 -0.354 0.062 0.0742
H 2.490 -1.049 2.800 -0.246 0.007 0.069 0.0076
H 0.527 -2.013 3.416 0.216 0.350 -0.066 0.0361
N 3.953 -1.500 5.606 -0.049 0.110 0.022 0.0083
C 4.332 -0.189 5.496 0.006 -0.012 -0.164 -0.1492
C 4.071 0.425 6.693 0.006 -0.015 0.024 -0.1143
C 3.519 -0.555 7.560 -0.120 0.022 -0.028 -0.1173
C 3.462 -1.731 6.862 -0.185 -0.036 -0.059 -0.1469
H 4.027 -2.189 4.878 0.165 -0.111 0.124 0.1140
H 4.752 0.193 4.580 0.038 0.016 0.036 0.1040
H 4.258 1.462 6.920 0.001 0.003 -0.049 0.0782
H 3.203 -0.414 8.580 0.042 -0.033 0.008 0.0977
H 3.115 -2.709 7.149 0.041 0.007 0.035 0.1160
N -3.230 2.660 -6.191 -0.020 -0.013 0.084 0.0020
C -4.532 2.461 -5.820 -0.012 0.008 -0.050 -0.1446
C -4.540 1.577 -4.773 -0.057 0.093 -0.054 -0.1043
C -3.189 1.232 -4.499 0.016 -0.001 0.011 -0.0981
C -2.406 1.918 -5.389 0.025 0.037 -0.049 -0.1321
H -2.927 3.258 -6.937 0.005 0.004 0.004 0.1436
H -5.336 2.964 -6.331 0.002 -0.011 0.007 0.1021
H -5.415 1.216 -4.258 0.027 -0.051 -0.008 0.0621
H -2.835 0.560 -3.738 -0.006 -0.012 -0.028 0.0738
H -1.337 1.941 -5.521 -0.008 -0.046 -0.001 0.1062
N -8.226 0.641 -3.641 -0.046 -0.038 0.060 0.0089
C -9.120 -0.394 -3.574 0.051 0.047 -0.037 -0.1520
C -9.026 -0.952 -2.327 -0.042 -0.045 -0.007 -0.0994
C -8.038 -0.222 -1.612 0.021 0.024 -0.007 -0.1064
C -7.567 0.754 -2.448 0.076 0.046 -0.004 -0.1520
H -8.077 1.227 -4.442 -0.006 0.027 0.018 0.1389
H -9.742 -0.642 -4.415 0.008 -0.025 0.011 0.0758
H -9.601 -1.789 -1.968 -0.003 0.007 -0.017 0.0944
H -7.713 -0.395 -0.600 -0.011 0.007 -0.005 0.0889
H -6.821 1.516 -2.299 -0.007 -0.011 0.024 0.1022
N 7.351 -1.759 10.697 -0.004 -0.047 -0.074 0.0017
C 7.487 -3.090 10.410 -0.006 -0.003 0.069 -0.1456
C 6.929 -3.314 9.180 0.036 -0.028 0.017 -0.1072
C 6.440 -2.068 8.703 0.079 -0.024 -0.016 -0.1089
C 6.718 -1.129 9.660 -0.040 0.099 0.059 -0.1354
H 7.667 -1.313 11.537 0.016 0.014 -0.012 0.1422
H 7.967 -3.759 11.104 -0.014 -0.013 -0.018 0.1033
H 6.876 -4.266 8.676 0.010 0.010 -0.002 0.0886
H 5.944 -1.882 7.767 0.022 0.012 0.001 0.0691
H 6.521 -0.070 9.693 0.022 -0.003 -0.025 0.0955
N -7.846 -2.361 -7.904 -0.089 -0.072 0.039 0.0026
C -7.555 -3.682 -8.106 0.015 0.016 -0.038 -0.1386
C -7.431 -4.279 -6.879 -0.020 -0.008 -0.049 -0.1018
C -7.662 -3.280 -5.896 -0.028 -0.012 0.057 -0.1019
C -7.917 -2.110 -6.558 -0.020 0.128 -0.077 -0.1700
H -7.987 -1.682 -8.629 0.029 -0.001 -0.006 0.1435
H -7.459 -4.082 -9.101 0.015 -0.016 0.018 0.1062
H -7.201 -5.317 -6.704 -0.006 0.008 -0.001 0.0923
H -7.643 -3.406 -4.826 -0.019 0.026 -0.006 0.0959
H -8.141 -1.123 -6.191 0.093 0.000 0.029 0.0894
N 5.058 -4.303 3.237 0.000 0.076 0.150 -0.0038
C 6.318 -4.150 3.756 -0.028 0.106 0.042 -0.1489
C 6.748 -5.376 4.183 0.023 0.018 0.013 -0.1102
C 5.711 -6.308 3.906 -0.026 0.009 -0.002 -0.1083
C 4.685 -5.618 3.321 -0.136 -0.008 0.023 -0.1352
H 4.497 -3.564 2.853 0.060 -0.126 -0.314 0.1214
H 6.795 -3.184 3.778 0.028 -0.025 0.002 0.1040
H 7.701 -5.584 4.641 -0.003 0.008 -0.012 0.0906
H 5.720 -7.366 4.112 0.001 0.006 -0.016 0.0906
H 3.724 -5.944 2.959 0.022 -0.005 -0.025 0.1097
N 3.233 1.928 -3.239 0.209 -0.018 0.048 0.0106
C 2.812 2.993 -3.981 -0.095 -0.026 0.071 -0.1402
C 3.912 3.743 -4.307 0.016 0.063 -0.021 -0.1187
C 5.044 3.098 -3.741 0.055 0.010 0.013 -0.1178
C 4.590 1.980 -3.091 -0.056 0.000 0.044 -0.1380
H 2.632 1.214 -2.860 -0.105 0.055 -0.151 0.1052
H 1.769 3.127 -4.213 0.014 0.003 -0.014 0.1024
H 3.904 4.651 -4.888 -0.064 -0.035 -0.039 0.0684
H 6.072 3.417 -3.804 0.000 -0.028 0.004 0.0852
H 5.116 1.221 -2.537 0.019 0.012 -0.020 0.1063
N 5.325 7.098 -5.344 0.002 0.086 -0.005 0.0023
C 5.918 7.926 -6.257 0.023 -0.068 -0.018 -0.1421
C 5.181 9.078 -6.322 0.036 0.014 -0.019 -0.1156
C 4.103 8.941 -5.407 -0.025 -0.002 0.023 -0.1149
C 4.221 7.711 -4.818 -0.031 -0.077 0.027 -0.1490
H 5.650 6.181 -5.096 0.008 0.009 0.026 0.1278
H 6.810 7.624 -6.781 -0.013 0.020 -0.013 0.1043
H 5.392 9.925 -6.953 0.003 -0.008 0.007 0.0882
H 3.330 9.664 -5.205 0.008 -0.006 0.004 0.0878
H 3.617 7.219 -4.074 -0.001 0.012 -0.007 0.1028
N 6.028 3.072 9.074 0.087 -0.009 0.048 0.0008
C 7.156 2.690 8.399 -0.062 -0.037 -0.097 -0.1546
C 8.233 3.265 9.018 0.005 -0.022 -0.002 -0.1107
C 7.735 4.021 10.114 -0.015 0.002 0.036 -0.1129
C 6.374 3.880 10.123 -0.065 0.015 0.001 -0.1444
H 5.092 2.801 8.836 0.000 -0.018 0.015 0.1276
H 7.094 2.044 7.539 0.023 -0.008 0.016 0.1040
H 9.262 3.156 8.721 -0.010 -0.006 0.001 0.0905
H 8.312 4.602 10.815 -0.008 -0.004 -0.004 0.0890
H 5.623 4.283 10.782 0.023 0.015 0.001 0.1035
N -11.317 -2.855 -6.285 -0.103 0.012 -0.001 0.0169
C -12.042 -2.305 -5.263 0.061 0.012 -0.092 -0.1430
C -13.180 -3.052 -5.103 -0.006 0.040 0.059 -0.1128
C -13.137 -4.096 -6.062 -0.004 -0.050 -0.037 -0.1154
C -11.976 -3.949 -6.773 0.051 0.037 -0.069 -0.1402
H -10.434 -2.512 -6.625 0.055 -0.132 0.112 0.1102
H -11.691 -1.434 -4.739 -0.072 0.003 0.029 0.0850
H -13.955 -2.869 -4.377 0.013 -0.001 0.000 0.0884
H -13.874 -4.868 -6.213 0.011 0.002 0.005 0.0879
H -11.562 -4.526 -7.583 -0.008 -0.011 0.015 0.1050

---

Entry 2:
36
Properties=species:S:1:pos:R:3:forces:R:3:lowdin_charge:R:1 method="wB97M-V/def2-TZVPD" energy_ha=-3907.898091 lumo_ev=0.15 smiles="O=C(O)C[C@H](NS(=O)(=O)c1ccccc1Br)c1ccccc1"
O 1.645 -2.655 1.852 0.965 -0.407 -0.100 0.0348
C 2.153 -2.637 0.747 -1.287 0.471 0.439 -0.5112
O 3.471 -2.582 0.525 -0.201 -0.644 0.823 0.1350
C 1.234 -2.495 -0.438 0.416 -1.101 0.058 -0.0496
C 1.054 -1.030 -0.744 0.778 0.800 -0.763 -0.3408
N 0.327 -0.426 0.373 -0.538 0.989 0.133 -0.0992
S 0.860 1.127 0.735 3.788 -0.099 -0.443 0.7069
O 0.956 1.942 -0.479 -1.560 -0.929 1.529 -0.2907
O 2.202 0.932 1.337 -2.452 0.550 0.137 -0.3327
C -0.361 1.766 1.945 -0.381 0.188 0.301 -0.2482
C -0.903 3.067 1.790 1.218 -0.680 -1.220 -0.0598
C -1.840 3.602 2.638 -0.660 -0.485 0.557 -0.0725
C -2.321 2.818 3.687 0.447 0.157 0.187 -0.0541
C -1.727 1.584 3.911 -0.652 -0.403 1.103 -0.1481
C -0.771 1.045 3.090 1.045 0.077 -1.120 -0.6172
Br 0.020 -0.607 3.627 -0.262 0.442 -0.127 0.8792
C 0.269 -0.866 -2.018 -1.018 0.023 -0.347 -0.2000
C 0.924 -0.515 -3.185 0.007 0.301 -0.382 -0.0382
C 0.217 -0.355 -4.368 -1.360 -0.412 0.050 -0.0789
C -1.166 -0.586 -4.406 -0.137 0.020 0.702 -0.0932
C -1.871 -0.931 -3.236 0.837 0.041 0.194 -0.0668
C -1.133 -1.074 -2.035 0.478 0.301 -1.443 -0.0182
H 3.856 -2.747 1.417 0.036 0.383 -0.666 0.1508
H 0.280 -2.966 -0.172 0.130 0.224 0.061 0.1435
H 1.601 -3.037 -1.302 0.251 0.165 -0.265 0.1382
H 2.098 -0.592 -0.870 -1.241 -0.270 0.117 0.1660
H 0.418 -1.017 1.194 -0.016 0.258 0.298 0.0026
H -0.560 3.687 0.960 0.003 -0.390 0.076 0.1197
H -2.215 4.595 2.438 -0.056 0.048 0.101 0.1095
H -3.069 3.151 4.411 0.206 0.088 -0.439 0.1153
H -1.984 0.993 4.797 -0.112 0.337 -0.357 0.1036
H 1.985 -0.294 -3.185 0.009 -0.085 0.154 0.1189
H 0.665 -0.049 -5.290 0.544 0.106 -0.209 0.0943
H -1.720 -0.460 -5.333 0.185 0.003 0.108 0.0967
H -2.971 -1.058 -3.286 0.904 0.004 0.235 0.1074
H -1.626 -1.332 -1.125 -0.313 -0.071 0.519 0.0973

---

Entry 3:
20
Properties=species:S:1:pos:R:3:forces:R:3:lowdin_charge:R:1 method="wB97M-V/def2-TZVPD" total_charge=-1 energy_ha=-440.015031 lumo_ev=3.73
C -0.111 1.508 0.820 -3.429 2.172 -0.906 -0.1430
N -0.095 0.859 -0.471 -0.408 3.119 -0.566 -0.1197
C -0.197 -0.545 -0.599 -1.651 -1.796 0.596 -0.3681
C 0.754 -1.285 0.380 1.473 0.065 -3.442 -0.2963
O 0.419 -1.571 1.662 -2.622 -0.474 2.128 -0.0800
C -1.694 -1.009 -0.506 -0.555 0.740 0.805 -0.5086
O -2.573 -0.255 -1.162 0.060 1.154 -0.157 -0.3320
H -1.217 1.645 1.166 1.503 -0.029 -0.384 0.1111
H 0.298 1.053 1.614 2.047 -2.136 2.578 0.0189
H 0.312 2.535 0.786 -0.109 -0.464 -0.233 0.0759
H -0.954 1.344 -0.816 0.624 -1.567 -1.016 0.1094
H -0.015 -0.894 -1.636 0.815 0.625 0.314 0.1315
H 1.013 -2.238 -0.217 0.186 1.119 1.055 0.1298
H 1.589 -0.591 0.543 0.658 -0.514 -0.908 0.0986
H -0.561 -1.507 1.718 0.618 -0.233 0.075 0.0751
H -1.768 -2.000 -0.925 0.504 -1.496 0.308 0.0784
H -1.937 -1.038 0.621 0.034 -0.354 -0.176 0.0881
H 1.948 1.995 -0.800 -0.356 0.377 0.175 -0.0134
H 2.104 0.594 -1.242 1.692 2.160 0.906 0.0714
O 2.684 1.400 -0.935 -1.083 -2.471 -1.150 -0.1272

---

Entry 4:
25
Properties=species:S:1:pos:R:3:forces:R:3:lowdin_charge:R:1 method="wB97M-V/def2-TZVPD" energy_ha=-593.727607 lumo_ev=0.08 smiles="C/C=C/c1ccccc1.N#CC=C=O"
C 0.842 -3.507 -0.431 0.676 -1.600 0.476 -0.1342
C 0.084 -2.332 0.110 0.202 -0.395 3.074 -0.1916
C -0.104 -1.227 -0.620 -1.225 -1.477 4.033 -0.1197
C -0.817 -0.026 -0.268 -0.031 0.235 0.200 -0.2737
C -1.107 0.871 -1.275 0.238 0.147 -1.586 -0.0773
C -1.807 2.032 -0.969 -0.374 0.225 -0.152 -0.1346
C -2.327 2.205 0.305 -1.865 2.394 0.955 -0.1092
C -2.095 1.268 1.316 0.522 0.366 -0.885 -0.1080
C -1.254 0.233 1.036 0.665 -3.348 1.334 -0.0559
H 0.396 -3.529 -1.427 0.492 -1.116 -0.260 0.0592
H 0.637 -4.510 0.205 0.426 2.332 -1.754 0.1144
H 1.993 -3.393 -0.555 -1.940 0.004 0.451 0.0938
H -0.215 -2.527 1.236 0.252 1.067 -2.365 0.1328
H 0.263 -1.322 -1.541 1.364 0.085 -3.894 0.0710
H -0.763 0.644 -2.348 -0.517 0.508 1.788 0.1428
H -1.945 2.799 -1.733 -0.098 -0.237 0.238 0.1041
H -2.998 3.167 0.590 1.739 -2.366 -0.931 0.1477
H -2.500 1.309 2.291 -0.484 0.508 0.772 0.0881
H -1.018 -0.633 1.833 -0.586 2.349 -1.703 0.1472
N 0.854 2.840 -0.145 -0.454 1.025 -0.761 0.2045
C 1.883 2.357 -0.015 -0.717 -0.119 0.988 -0.2302
C 2.945 1.602 0.513 0.481 1.721 -0.941 -0.0686
C 2.682 0.332 0.584 0.698 -3.331 0.656 -0.1391
O 2.509 -0.817 0.678 0.243 1.905 -0.091 0.2135
H 3.863 2.163 0.630 0.291 -0.879 0.358 0.1231